The following is a quantum chemistry calculation of a single C5H12O molecule, from the OMol25 dataset.

```
18
C5H12O the ωB97M-V functional and the def2-TZVPD basis
C 1.87 -0.31 1.27
C 1.18 -0.73 -0.02
C -0.03 0.12 -0.37
C -0.53 -0.19 -1.78
O -1.03 -0.17 0.59
C -2.00 0.83 0.72
H 2.27 0.71 1.19
H 1.18 -0.33 2.12
H 2.71 -0.97 1.51
H 0.83 -1.77 0.07
H 1.89 -0.71 -0.85
H 0.23 1.19 -0.29
H 0.21 0.13 -2.53
H -1.47 0.33 -2.01
H -0.70 -1.26 -1.90
H -1.56 1.79 1.04
H -2.55 1.01 -0.22
H -2.71 0.49 1.47
```

Its SMILES is CC[C@@H](C)OC. As for the charge: 0. The energy above the lowest of the compared OMol25 structures with the same formula, charge and spin comes out at 12.19 kcal per mole.

natural (NBO) population analysis, charges in e, atoms 1 to 5:
1 C -0.607
2 C -0.408
3 C 0.102
4 C -0.632
5 O -0.544

The following is a quantum chemistry calculation of a molecular structure, C9H36N18O9Y, from the OMol25 dataset.

```
73
C9H36N18O9Y the ωB97M-V functional and the def2-TZVPD basis
Y -7.62 -32.87 13.55
C -5.63 -32.39 10.46
O -6.19 -32.64 11.55
N -4.37 -32.21 10.43
N -5.97 -32.40 9.22
H -4.02 -32.00 9.50
H -3.80 -32.08 11.25
H -6.69 -33.10 9.09
H -5.37 -32.24 8.43
C -6.61 -35.69 11.88
O -7.26 -34.87 12.45
N -6.97 -36.40 10.93
N -5.33 -35.90 11.97
H -7.97 -36.40 11.04
H -6.44 -37.24 10.75
H -4.68 -35.29 12.45
H -5.09 -36.78 11.52
C -7.32 -32.01 16.94
O -7.55 -32.22 15.77
N -7.96 -32.52 17.94
N -6.41 -31.19 17.39
H -8.85 -32.98 17.85
H -7.87 -32.00 18.80
H -6.24 -30.97 18.36
H -5.90 -30.61 16.74
C -8.01 -35.93 15.47
O -8.05 -34.70 15.31
N -7.36 -36.54 16.39
N -8.72 -36.84 14.88
H -6.81 -35.91 16.97
H -7.55 -37.45 16.77
H -9.41 -36.55 14.21
H -8.81 -37.71 15.39
C -4.81 -34.44 15.19
O -5.54 -33.98 14.32
N -3.55 -34.77 14.95
N -5.16 -34.50 16.48
H -2.93 -34.94 15.73
H -3.26 -34.75 13.98
H -6.11 -34.30 16.76
H -4.46 -34.78 17.15
C -4.85 -30.46 13.73
O -5.82 -31.13 13.82
N -4.71 -29.11 13.78
N -3.73 -30.84 13.27
H -5.45 -28.50 14.09
H -3.75 -28.80 13.81
H -3.33 -31.77 13.34
H -2.99 -30.21 13.00
C -9.24 -29.64 13.61
O -8.60 -30.73 13.55
N -10.33 -29.55 14.36
N -8.97 -28.49 13.05
H -10.78 -28.65 14.25
H -10.77 -30.41 14.66
H -9.74 -27.88 13.30
H -8.58 -28.38 12.13
C -11.08 -33.57 13.85
O -9.93 -33.18 13.90
N -11.76 -33.97 14.96
N -11.93 -33.51 12.90
H -12.76 -34.14 14.87
H -11.36 -33.98 15.88
H -12.81 -34.00 12.90
H -11.57 -32.97 12.13
C -9.59 -32.47 10.51
O -8.87 -32.72 11.54
N -9.46 -31.51 9.66
N -10.54 -33.24 10.10
H -8.70 -30.90 9.91
H -10.01 -31.37 8.82
H -11.14 -33.15 9.29
H -10.72 -34.08 10.63
```

As for the charge: +3. The energy above the lowest of the compared OMol25 structures with the same formula, charge and spin comes out at 22.85 kcal per mole.

Mulliken population analysis, charges in e, atoms 1 to 5:
1 Y 2.496
2 C 0.380
3 O -0.367
4 N -0.326
5 N -0.428

The following is a quantum chemistry calculation of a molecular structure, C11H14N2OPTl, from the OMol25 dataset.

```
30
C11H14N2OPTl the ωB97M-V functional and the def2-TZVPD basis
C -1.45 -0.15 -2.46
C -2.29 -1.07 -1.75
C -3.05 -0.31 -0.79
C -2.72 1.08 -0.98
C -1.72 1.16 -1.98
Tl 1.64 0.95 0.34
P 3.74 0.05 -0.76
H -0.82 -0.41 -3.29
H -2.26 -2.14 -1.83
H -3.58 -0.72 0.06
H -1.32 2.08 -2.38
H -3.05 1.89 -0.34
H 4.35 1.22 -1.38
H 4.04 -1.00 -1.73
H 4.62 -0.23 0.36
N 1.49 0.37 7.45
C 1.72 -0.65 6.59
O 2.37 -1.66 6.93
C 1.19 -0.50 5.19
C 0.59 0.68 4.72
C 0.17 0.72 3.39
N 0.39 -0.28 2.50
C 0.97 -1.41 2.96
C 1.40 -1.55 4.28
H 1.74 0.19 8.42
H 0.91 1.16 7.24
H 0.46 1.60 5.29
H -0.34 1.58 2.95
H 1.14 -2.20 2.22
H 1.98 -2.44 4.53
```

The value obtained for the electronic energy is -1125.97532 a.u. As for the charge: 0.

Mulliken population analysis, charges in e, atoms 1 to 5:
1 C -0.592
2 C -0.603
3 C -0.385
4 C -0.600
5 C -0.609

The following is a quantum chemistry calculation of a molecular structure, C3H4Cl2, from the OMol25 dataset.

```
9
C3H4Cl2 the ωB97M-V functional and the def2-TZVPD basis
C -0.71 0.76 0.14
C 0.34 -0.13 -0.12
C 0.49 -1.48 -0.05
H -1.51 0.72 0.99
H 1.44 0.68 -0.30
H -0.32 -1.93 0.31
H 1.47 -1.95 -0.21
Cl 0.14 2.22 0.80
Cl -1.33 1.12 -1.57
```

As for the charge: 0. The energy above the lowest of the compared OMol25 structures with the same formula, charge and spin comes out at 51.73 kcal per mole.

natural (NBO) population analysis, charges in e, atoms 1 to 5:
1 C -0.232
2 C -0.233
3 C -0.371
4 H 0.276
5 H 0.225

The following is a quantum chemistry calculation of 11 unconnected molecules or ions with the total composition C24H73N15O14, from the OMol25 dataset.

```
126
C24H73N15O14 the ωB97M-V functional and the def2-TZVPD basis
C -1.35 -4.50 -3.54
O -0.64 -5.40 -4.04
N -0.95 -3.44 -2.87
N -2.64 -4.56 -3.77
H -1.51 -2.72 -2.42
H 0.05 -3.37 -2.83
H -3.12 -3.67 -3.77
H -2.91 -5.31 -4.39
C -1.08 -5.98 0.52
O -1.45 -6.32 1.66
N -1.06 -4.75 0.12
N -0.62 -6.80 -0.41
H -1.58 -4.15 0.75
H -0.74 -4.63 -0.83
H -0.21 -7.60 0.04
H -0.48 -6.58 -1.39
C 2.86 -1.61 -2.22
O 1.78 -2.11 -1.88
N 3.64 -0.97 -1.46
N 3.32 -1.48 -3.38
H 3.47 -0.88 -0.47
H 4.36 -0.44 -1.91
H 4.08 -0.84 -3.58
H 2.94 -1.90 -4.21
C -4.75 -1.10 -3.42
O -4.27 -2.24 -3.17
N -4.81 -0.11 -2.56
N -5.29 -0.74 -4.53
H -4.45 -0.25 -1.62
H -5.17 0.69 -3.05
H -5.19 -1.34 -5.34
H -5.51 0.23 -4.66
C -1.58 -1.38 0.08
O -2.13 -1.70 -0.93
N -1.89 -1.61 1.34
N -0.50 -0.70 -0.04
H -1.14 -1.30 1.94
H -2.65 -2.25 1.49
H -0.10 -0.55 -0.96
H 0.03 -0.63 0.81
C -4.04 -3.49 3.29
O -3.97 -3.49 2.10
N -3.32 -4.16 4.17
N -5.05 -2.86 3.92
H -3.61 -4.22 5.13
H -2.52 -4.62 3.77
H -5.65 -2.23 3.40
H -4.94 -2.61 4.89
C -2.58 4.01 -5.19
O -2.46 4.92 -4.09
C -3.00 4.37 -2.84
C -1.77 4.10 -1.82
N -0.71 3.18 -2.35
C -1.28 1.86 -2.71
C -0.28 0.99 -3.49
O -0.05 1.36 -4.77
C 0.59 0.44 -5.68
H -3.37 3.28 -4.98
H -1.66 3.43 -5.18
H -2.73 4.46 -6.17
H -3.68 3.51 -2.87
H -3.57 5.19 -2.39
H -2.20 3.69 -0.91
H -1.31 5.06 -1.60
H -0.37 3.56 -3.22
H -2.18 1.98 -3.31
H -1.47 1.34 -1.77
H -0.73 0.00 -3.52
H 0.62 0.74 -2.92
H 1.63 0.19 -5.44
H 0.52 0.77 -6.72
H 0.12 -0.55 -5.65
C 2.33 -2.12 5.24
O 2.42 -1.63 3.90
C 2.47 -2.66 2.95
C 2.48 -1.95 1.58
N 3.66 -1.29 1.18
C 3.64 0.02 1.87
C 4.89 0.76 1.44
O 6.15 0.21 1.91
C 7.12 0.13 0.87
H 2.31 -1.27 5.92
H 3.26 -2.58 5.54
H 1.50 -2.79 5.48
H 1.75 -3.47 3.10
H 3.44 -3.16 2.98
H 1.62 -1.31 1.39
H 2.30 -2.75 0.86
H 4.40 -1.81 1.64
H 3.65 -0.03 2.96
H 2.76 0.54 1.49
H 4.74 1.82 1.66
H 4.92 0.81 0.35
H 7.86 -0.44 1.43
H 7.67 1.01 0.56
H 6.78 -0.41 -0.02
C -1.66 2.29 2.55
O -0.25 2.27 2.48
C 0.22 2.53 1.16
C 1.49 3.29 1.23
N 1.44 4.58 1.83
C 2.79 4.93 2.42
C 2.80 6.25 3.24
O 1.72 6.28 4.17
C 1.83 7.39 5.10
H -2.06 3.31 2.53
H -2.02 1.84 3.48
H -2.05 1.56 1.84
H -0.45 2.91 0.39
H 0.48 1.55 0.77
H 1.94 3.32 0.24
H 2.00 2.57 1.86
H 0.89 4.36 2.64
H 3.46 4.88 1.57
H 2.94 4.10 3.10
H 2.72 7.07 2.52
H 3.79 6.38 3.67
H 2.84 7.68 5.38
H 1.16 7.18 5.93
H 1.44 8.36 4.79
O -0.31 -0.57 3.28
H -0.09 0.36 3.26
H 0.42 -0.98 3.74
O -4.74 -3.77 -0.63
H -4.36 -3.57 0.22
H -4.25 -3.23 -1.25
```

Its SMILES is COCCNCCOC.COCCNCCOC.COCCNCCOC.NC(N)=O.NC(N)=O.NC(N)=O.NC(N)=O.NC(N)=O.NC(N)=O.O.O. As for the charge: 0. The energy above the lowest of the compared OMol25 structures with the same formula, charge and spin comes out at 0.00 kcal per mole.

Mulliken population analysis, charges in e, atoms 1 to 5:
1 C 0.556
2 O -0.796
3 N 0.356
4 N -0.297
5 H -0.132